The molecule C4H10O2, computed with ωB97M-V/def2-TZVPD.

Each line ends with the natural charge from an NBO analysis.
CARTESIAN COORDINATES (ANGSTROEM)
C 2.843 -0.169 -0.175  -0.2418
O 1.552 0.338 -0.319  -0.5358
C 0.616 -0.322 0.490  -0.0803
C -0.675 0.333 0.117  -0.0723
O -1.780 -0.415 0.532  -0.5308
C -2.836 0.126 -0.219  -0.2499
H 3.479 0.416 -0.841  0.1929
H 3.195 -0.067 0.863  0.1631
H 2.880 -1.232 -0.460  0.1634
H 0.549 -1.399 0.264  0.1693
H 0.853 -0.216 1.559  0.1656
H -0.737 1.381 0.463  0.1656
H -0.719 0.369 -0.983  0.1658
H -3.584 -0.647 -0.414  0.1921
H -3.234 1.013 0.287  0.1696
H -2.402 0.492 -1.165  0.1635

Output
frontier orbital gap: 10.948 eV
structure (SMILES): COCCOC
net charge: 0
HOMO level: -0.3623 hartree
energy above the lowest of the compared OMol25 structures with the same formula, charge and spin: 46.39 kcal/mol
maximum force: 0.844 eV/Å